Entry from OMol25: 5 unconnected molecules or ions with the total composition C6H19NO5 in a non-equilibrium geometry (ωB97M-V/def2-TZVPD).

Multiplicity: 2
LUMO energy (alpha / beta) (eV): -3.68 / -8.58
Gap between HOMO and LUMO (alpha / beta) (hartree): 0.3676 / 0.1874
Total charge: +1
⟨S²⟩: 0.782

Positions of all 31 atoms, in Å:
C -0.79 -0.59 -0.15
C -1.64 -0.10 -1.35
C -1.53 1.31 -1.86
C -2.37 2.27 -1.50
C 0.06 -1.79 -0.46
N 1.23 -1.80 -1.19
C 1.97 -0.71 -1.78
O -0.15 -2.89 0.05
H -0.11 0.20 0.19
H -1.39 -0.89 0.71
H -1.75 -0.83 -2.16
H -2.66 -0.20 -1.00
H -0.82 1.43 -2.67
H -3.00 2.28 -0.62
H -2.26 3.25 -1.94
H 1.34 -2.67 -1.67
H 2.80 -0.47 -1.11
H 1.37 0.20 -1.94
H 2.24 -0.95 -2.79
H -1.03 -1.46 3.59
H -0.48 -1.92 2.26
O -1.27 -1.55 2.66
H 2.20 2.28 1.57
H 2.19 1.20 2.58
O 2.17 1.32 1.63
H 0.52 2.32 -1.78
H 1.77 3.03 -2.00
O 1.44 2.28 -1.52
H -0.04 0.47 2.94
H -0.53 1.72 3.42
O -0.09 0.93 3.79

Entry from OMol25: a molecular structure, C20H24BrIrN3O6 in a non-equilibrium geometry (ωB97M-V/def2-TZVPD).

Multiplicity: 2
LUMO energy (alpha / beta) (eV): -9.26 / -9.78
Gap between HOMO and LUMO (alpha / beta) (hartree): 0.1255 / 0.1041
Total charge: +2
⟨S²⟩: 1.160

Positions of all 55 atoms, in Å:
Ir 0.17 -1.17 -1.49
O 3.12 -2.99 1.52
C 3.28 -2.01 2.37
C 4.23 -2.18 3.41
C 4.47 -1.16 4.30
C 3.77 0.04 4.18
C 2.79 0.20 3.21
C 2.53 -0.81 2.29
C 1.37 -0.77 1.30
O 1.53 -1.56 0.21
N 0.99 0.58 0.90
N 0.19 0.72 -0.12
C -0.33 1.86 -0.45
C -1.14 2.05 -1.60
Br -1.08 0.66 -2.95
C -1.88 3.16 -1.88
C -2.28 4.17 -0.94
C -2.57 5.47 -1.41
C -3.04 6.43 -0.54
C -3.24 6.13 0.80
C -2.94 4.86 1.28
C -2.47 3.89 0.42
H 2.46 -2.71 0.82
H 4.73 -3.13 3.47
H 5.19 -1.30 5.09
H 3.98 0.85 4.86
H 2.23 1.12 3.19
H 0.50 -1.15 1.89
H 1.26 1.38 1.47
H -0.14 2.76 0.14
H -2.24 3.29 -2.89
H -2.41 5.70 -2.45
H -3.25 7.42 -0.91
H -3.66 6.87 1.46
H -3.11 4.63 2.32
H -2.36 2.87 0.77
C -2.59 -1.97 0.10
O -1.31 -2.55 -0.12
C -1.33 -3.85 -0.70
C -1.47 -3.78 -2.22
O -0.36 -3.09 -2.79
C 0.65 -3.95 -3.32
H -3.17 -2.59 0.79
H -3.15 -1.85 -0.83
H -2.41 -1.00 0.55
H -2.16 -4.44 -0.28
H -0.38 -4.31 -0.42
H -2.36 -3.20 -2.49
H -1.55 -4.78 -2.64
H 0.20 -4.64 -4.04
H 1.16 -4.52 -2.54
H 1.37 -3.31 -3.84
O 2.89 -1.58 -3.80
N 2.99 -0.62 -3.13
O 2.30 -0.13 -2.29

Entry from OMol25: a gas-phase ion, C10H12NO4 (charge +1) in a non-equilibrium geometry (ωB97M-V/def2-TZVPD).

Multiplicity: 1
LUMO energy (eV): -3.95
Gap between HOMO and LUMO (hartree): 0.3045
Total charge: +1

Positions of all 27 atoms, in Å:
C 2.81 1.12 0.96
C 2.86 -0.27 1.21
C 1.75 1.62 0.21
C 1.76 -1.12 0.80
C 0.63 0.83 -0.19
C 0.68 -0.57 0.10
C -0.31 1.37 -1.13
C -1.49 0.24 1.36
C -1.84 -0.73 0.26
C -0.56 -1.39 -0.34
N -0.68 -1.21 -1.85
O -0.68 2.57 -0.94
O -1.89 1.42 1.07
O -2.65 -0.29 -0.79
O -0.39 -2.73 -0.11
H 3.73 1.76 1.16
H 3.62 -0.67 1.77
H 1.65 2.63 0.03
H 1.75 -2.11 1.16
H -2.30 -1.52 0.71
H -0.05 -1.97 -2.30
H -0.41 -0.20 -2.07
H -1.67 -1.24 -2.08
H -0.34 3.23 -0.18
H -1.67 2.02 1.88
H -3.09 0.50 -0.61
H -1.23 -3.26 -0.11

Respective ΔE to the lowest compared entry with this formula, charge and spin values: 43.6 74.3 62.7 kcal per mole.
Respective electronic energy values: -670.58704 -4069.64049 -743.51547 a.u..